# 1
ORCA calculation (the ωB97M-V functional and the def2-TZVPD basis) on a cluster of 2 separate species, C4H7NO in total.

Positions of all 13 atoms, in Å:
1 O 2.71853 0.04548 0.66444
2 C 0.19316 0.32766 -1.01090
3 C 0.04994 -1.10300 -0.49488
4 C -1.22880 -0.41839 -0.26362
5 N -1.15380 0.32543 0.98834
6 C -0.56472 1.07974 -0.09813
7 H 1.99093 0.38883 1.19775
8 H 2.45049 0.26187 -0.23917
9 H 0.54494 -1.37436 0.43857
10 H 0.13897 -1.85216 -1.27744
11 H -2.15346 -0.50103 -0.82380
12 H -2.05625 0.73518 1.22860
13 H -0.92993 2.08476 -0.30975

- relative energy (zero: lowest compared OMol25 entry of this formula, charge and spin) (kcal/mol) = 125.01
- orbital gap (eV) = 9.1494
- electronic energy (Ha) = -286.43243
- 2S+1 = 1
- HOMO (eV) = -8.4
- molar mass (g/mol) = 85.1

# 2
ORCA calculation (the ωB97M-V functional and the def2-TZVPD basis) on a structure of composition C26H22ClO3OsP in a non-equilibrium geometry.

Positions of all 54 atoms, in Å:
1 Cl -1.00260 2.41654 -4.18099
2 C -0.72919 -1.58562 -3.36927
3 C 0.66887 -1.75253 -3.14902
4 C 1.38281 -0.90376 -4.05094
5 H 1.13187 -2.41761 -2.43501
6 C 0.42787 -0.22145 -4.89945
7 C -0.91174 -0.66371 -4.46213
8 H -1.86194 -0.35443 -4.88710
9 H -1.50918 -2.09520 -2.82679
10 H 2.45904 -0.77602 -4.14651
11 C 0.72025 0.77543 -5.95243
12 Os 0.01767 0.51507 -2.89793
13 C 1.54395 1.38131 -2.20555
14 O 2.43035 1.92044 -1.67843
15 C -1.41851 1.40781 -1.99241
16 O -2.24623 2.07308 -1.54077
17 H 1.67642 1.28311 -5.79145
18 H -0.01177 1.57769 -5.81689
19 H 0.55721 0.36821 -6.95193
20 O -0.11715 -0.76248 -0.40029
21 P -0.13488 -0.26916 1.03802
22 C 1.52164 0.39781 1.43727
23 C 2.65940 -0.38656 1.16316
24 C 3.93626 0.03734 1.55037
25 C 4.11228 1.29151 2.14191
26 C 2.99082 2.10177 2.35353
27 C 1.70121 1.66067 2.01847
28 C -1.57002 0.83277 1.33703
29 C -2.81663 0.28365 1.70248
30 C -3.92592 1.09655 1.97348
31 C -3.83440 2.48766 1.86766
32 C -2.61513 3.03940 1.46017
33 C -1.52068 2.22619 1.13985
34 C -0.33260 -1.70031 2.11110
35 C -0.41095 -3.01500 1.63234
36 C -0.49942 -4.05490 2.56008
37 C -0.48118 -3.76746 3.93513
38 C -0.38820 -2.44772 4.39911
39 C -0.29958 -1.40843 3.47549
40 H 2.55557 -1.34425 0.64165
41 H 4.80679 -0.59762 1.39073
42 H 5.11191 1.64656 2.40710
43 H 3.12445 3.09195 2.78612
44 H 0.83925 2.29646 2.21832
45 H -2.92461 -0.80143 1.79210
46 H -4.87897 0.65030 2.25461
47 H -4.70106 3.12607 2.06097
48 H -2.53292 4.12225 1.36617
49 H -0.61730 2.68519 0.72971
50 H -0.39586 -3.21607 0.55962
51 H -0.57719 -5.08521 2.21100
52 H -0.53880 -4.58360 4.65590
53 H -0.37627 -2.21220 5.46127
54 H -0.19502 -0.37003 3.80333

- orbital gap (spin up / spin down) (eV) = 6.4775 / 3.7316
- electronic energy (Ha) = -2121.19861
- 2S+1 = 5
- HOMO (spin up / spin down) (eV) = -12.5 / -14.8
- molar mass (g/mol) = 639.1
- net charge = +2

# 3
ORCA calculation (the ωB97M-V functional and the def2-TZVPD basis) on the molecule C4H11NS in a non-equilibrium geometry.

Positions of all 17 atoms, in Å:
1 C -1.84711 -1.12630 -0.23628
2 N -1.33447 0.17993 0.15181
3 C 0.06796 0.31557 -0.21968
4 C 0.47068 1.80375 -0.07016
5 C 1.05872 -0.58461 0.54147
6 S 2.77016 -0.53218 -0.07221
7 H -1.58474 -1.45439 -1.22597
8 H -1.55798 -1.90888 0.49194
9 H -2.97100 -1.02501 -0.17887
10 H -1.40957 0.34247 1.17210
11 H 0.11800 -0.00011 -1.20094
12 H 1.53162 1.93070 -0.43741
13 H -0.19091 2.53820 -0.56123
14 H 0.52566 1.97433 1.07292
15 H 1.19971 -0.28956 1.60508
16 H 0.67167 -1.62201 0.54140
17 H 2.48160 -0.54192 -1.37395

- relative energy (zero: lowest compared OMol25 entry of this formula, charge and spin) (kcal/mol) = 16.01
- orbital gap (eV) = 9.6623
- electronic energy (Ha) = -611.91661
- 2S+1 = 1
- SMILES = CN[C@@H](C)CS
- HOMO (eV) = -8.7
- molar mass (g/mol) = 105.2

Copy entry 2 word for word.
ORCA calculation (the ωB97M-V functional and the def2-TZVPD basis) on a structure of composition C26H22ClO3OsP in a non-equilibrium geometry.

Positions of all 54 atoms, in Å:
1 Cl -1.00260 2.41654 -4.18099
2 C -0.72919 -1.58562 -3.36927
3 C 0.66887 -1.75253 -3.14902
4 C 1.38281 -0.90376 -4.05094
5 H 1.13187 -2.41761 -2.43501
6 C 0.42787 -0.22145 -4.89945
7 C -0.91174 -0.66371 -4.46213
8 H -1.86194 -0.35443 -4.88710
9 H -1.50918 -2.09520 -2.82679
10 H 2.45904 -0.77602 -4.14651
11 C 0.72025 0.77543 -5.95243
12 Os 0.01767 0.51507 -2.89793
13 C 1.54395 1.38131 -2.20555
14 O 2.43035 1.92044 -1.67843
15 C -1.41851 1.40781 -1.99241
16 O -2.24623 2.07308 -1.54077
17 H 1.67642 1.28311 -5.79145
18 H -0.01177 1.57769 -5.81689
19 H 0.55721 0.36821 -6.95193
20 O -0.11715 -0.76248 -0.40029
21 P -0.13488 -0.26916 1.03802
22 C 1.52164 0.39781 1.43727
23 C 2.65940 -0.38656 1.16316
24 C 3.93626 0.03734 1.55037
25 C 4.11228 1.29151 2.14191
26 C 2.99082 2.10177 2.35353
27 C 1.70121 1.66067 2.01847
28 C -1.57002 0.83277 1.33703
29 C -2.81663 0.28365 1.70248
30 C -3.92592 1.09655 1.97348
31 C -3.83440 2.48766 1.86766
32 C -2.61513 3.03940 1.46017
33 C -1.52068 2.22619 1.13985
34 C -0.33260 -1.70031 2.11110
35 C -0.41095 -3.01500 1.63234
36 C -0.49942 -4.05490 2.56008
37 C -0.48118 -3.76746 3.93513
38 C -0.38820 -2.44772 4.39911
39 C -0.29958 -1.40843 3.47549
40 H 2.55557 -1.34425 0.64165
41 H 4.80679 -0.59762 1.39073
42 H 5.11191 1.64656 2.40710
43 H 3.12445 3.09195 2.78612
44 H 0.83925 2.29646 2.21832
45 H -2.92461 -0.80143 1.79210
46 H -4.87897 0.65030 2.25461
47 H -4.70106 3.12607 2.06097
48 H -2.53292 4.12225 1.36617
49 H -0.61730 2.68519 0.72971
50 H -0.39586 -3.21607 0.55962
51 H -0.57719 -5.08521 2.21100
52 H -0.53880 -4.58360 4.65590
53 H -0.37627 -2.21220 5.46127
54 H -0.19502 -0.37003 3.80333

- orbital gap (spin up / spin down) (eV) = 6.4775 / 3.7316
- electronic energy (Ha) = -2121.19861
- 2S+1 = 5
- HOMO (spin up / spin down) (eV) = -12.5 / -14.8
- molar mass (g/mol) = 639.1
- net charge = +2

Copy entry 2 word for word.
ORCA calculation (the ωB97M-V functional and the def2-TZVPD basis) on a structure of composition C26H22ClO3OsP in a non-equilibrium geometry.

Positions of all 54 atoms, in Å:
1 Cl -1.00260 2.41654 -4.18099
2 C -0.72919 -1.58562 -3.36927
3 C 0.66887 -1.75253 -3.14902
4 C 1.38281 -0.90376 -4.05094
5 H 1.13187 -2.41761 -2.43501
6 C 0.42787 -0.22145 -4.89945
7 C -0.91174 -0.66371 -4.46213
8 H -1.86194 -0.35443 -4.88710
9 H -1.50918 -2.09520 -2.82679
10 H 2.45904 -0.77602 -4.14651
11 C 0.72025 0.77543 -5.95243
12 Os 0.01767 0.51507 -2.89793
13 C 1.54395 1.38131 -2.20555
14 O 2.43035 1.92044 -1.67843
15 C -1.41851 1.40781 -1.99241
16 O -2.24623 2.07308 -1.54077
17 H 1.67642 1.28311 -5.79145
18 H -0.01177 1.57769 -5.81689
19 H 0.55721 0.36821 -6.95193
20 O -0.11715 -0.76248 -0.40029
21 P -0.13488 -0.26916 1.03802
22 C 1.52164 0.39781 1.43727
23 C 2.65940 -0.38656 1.16316
24 C 3.93626 0.03734 1.55037
25 C 4.11228 1.29151 2.14191
26 C 2.99082 2.10177 2.35353
27 C 1.70121 1.66067 2.01847
28 C -1.57002 0.83277 1.33703
29 C -2.81663 0.28365 1.70248
30 C -3.92592 1.09655 1.97348
31 C -3.83440 2.48766 1.86766
32 C -2.61513 3.03940 1.46017
33 C -1.52068 2.22619 1.13985
34 C -0.33260 -1.70031 2.11110
35 C -0.41095 -3.01500 1.63234
36 C -0.49942 -4.05490 2.56008
37 C -0.48118 -3.76746 3.93513
38 C -0.38820 -2.44772 4.39911
39 C -0.29958 -1.40843 3.47549
40 H 2.55557 -1.34425 0.64165
41 H 4.80679 -0.59762 1.39073
42 H 5.11191 1.64656 2.40710
43 H 3.12445 3.09195 2.78612
44 H 0.83925 2.29646 2.21832
45 H -2.92461 -0.80143 1.79210
46 H -4.87897 0.65030 2.25461
47 H -4.70106 3.12607 2.06097
48 H -2.53292 4.12225 1.36617
49 H -0.61730 2.68519 0.72971
50 H -0.39586 -3.21607 0.55962
51 H -0.57719 -5.08521 2.21100
52 H -0.53880 -4.58360 4.65590
53 H -0.37627 -2.21220 5.46127
54 H -0.19502 -0.37003 3.80333

- orbital gap (spin up / spin down) (eV) = 6.4775 / 3.7316
- electronic energy (Ha) = -2121.19861
- 2S+1 = 5
- HOMO (spin up / spin down) (eV) = -12.5 / -14.8
- molar mass (g/mol) = 639.1
- net charge = +2

Number 1 is which compound? C4H7NO

The lowest molar mass belongs to which entry? C4H7NO